Record 1
Density functional theory data (wB97M-V/def2-TZVPD) for C35H43ClDyN2Si2 as an isolated structure at a distorted geometry.

Total charge = +1
Molar mass = 745.87 g mol⁻¹
E_HOMO (alpha / beta) = -9.176 / -9.180 eV
Multiplicity = 6
LUMO (alpha / beta) = -2.85 / -2.88 eV
Orbital gap (alpha / beta) = 6.329 / 6.298 eV
Energy above the lowest of the compared OMol25 structures with the same formula, charge and spin = 1.895 eV

Each line ends with the Löwdin charge.
Element x y z (Å)
C (-1.7356, -0.6146, 4.9045)  -0.23
C (-2.2478, -0.0138, 3.7124)  -0.24
C (-2.2639, -1.0221, 2.7019)  -0.24
H (-2.6183, 1.0017, 3.6129)  0.11
C (-1.7369, -2.2235, 3.2459)  -0.19
C (-1.4228, -1.9850, 4.6132)  -0.20
H (-1.1138, -2.7414, 5.3409)  0.11
H (-1.7205, -0.1469, 5.8865)  0.11
H (-2.6561, -0.9164, 1.6930)  0.09
H (-1.6347, -3.1674, 2.7041)  0.12
Dy (0.1486, -0.4561, 3.2768)  1.47
Si (1.0783, -0.1167, -3.5060)  0.73
C (0.9757, 1.4252, -4.5640)  -0.33
C (1.9450, 1.9074, -5.4699)  -0.08
H (2.9457, 1.4614, -5.4997)  0.11
C (1.6148, 2.9340, -6.3708)  -0.08
H (2.3242, 3.2307, -7.1469)  0.10
C (0.3736, 3.5850, -6.2932)  -0.08
H (0.1243, 4.4015, -6.9777)  0.11
C (-0.5581, 3.1518, -5.3454)  -0.09
H (-1.5135, 3.6662, -5.2402)  0.10
C (-0.2904, 2.0307, -4.5578)  -0.16
H (-1.0814, 1.6095, -3.9338)  0.09
C (1.3555, -1.4602, -4.7410)  -0.33
C (0.4758, -1.3705, -5.8375)  -0.11
H (0.0178, -0.4115, -6.0932)  0.10
C (0.1253, -2.5136, -6.5486)  -0.08
H (-0.6567, -2.4484, -7.3012)  0.10
C (0.7647, -3.7242, -6.2770)  -0.09
H (0.4793, -4.6196, -6.8285)  0.10
C (1.7823, -3.7632, -5.3146)  -0.09
H (2.3106, -4.6995, -5.1447)  0.10
C (2.1069, -2.6302, -4.5587)  -0.10
H (2.9174, -2.6484, -3.8282)  0.10
H (-0.2942, -0.4984, -3.0624)  0.01
Si (-0.1244, -0.1044, 0.1972)  0.28
C (-0.6430, -1.6849, -0.6236)  -0.37
C (-1.8330, -1.7205, -1.3931)  -0.12
H (-2.2502, -0.8007, -1.8145)  0.10
C (-2.5186, -2.9280, -1.5806)  -0.07
H (-3.4500, -2.9401, -2.1534)  0.11
C (-2.0337, -4.1168, -1.0336)  -0.08
H (-2.5879, -5.0535, -1.1424)  0.11
C (-0.8377, -4.0977, -0.3077)  -0.09
H (-0.4445, -5.0151, 0.1302)  0.10
C (-0.1290, -2.9060, -0.1283)  -0.13
H (0.7969, -2.8984, 0.4554)  0.09
C (-1.0518, 1.3728, -0.4688)  -0.35
C (-2.3554, 1.5208, 0.0664)  -0.13
H (-2.7264, 0.7875, 0.7896)  0.07
C (-3.1865, 2.5734, -0.3141)  -0.08
H (-4.1618, 2.6745, 0.1562)  0.11
C (-2.7929, 3.4459, -1.3348)  -0.07
H (-3.4707, 4.2241, -1.6906)  0.11
C (-1.5224, 3.2963, -1.8901)  -0.09
H (-1.2362, 3.9184, -2.7371)  0.10
C (-0.6255, 2.3271, -1.4199)  -0.11
H (0.3879, 2.2699, -1.8284)  0.09
H (1.9491, -0.0552, -2.2907)  -0.06
Cl (1.9859, 0.0996, 0.3649)  0.24
C (2.5080, -1.1565, 4.6719)  -0.09
N (1.3532, -0.5507, 5.3972)  -0.37
C (1.0918, -1.3379, 6.6318)  -0.07
C (1.6332, 0.8925, 5.7766)  -0.15
C (0.8118, 1.8836, 4.9428)  -0.19
N (1.0268, 1.7223, 3.4727)  -0.41
C (-0.0090, 2.5163, 2.7658)  -0.09
C (2.3794, 2.2149, 3.0836)  -0.06
H (2.5261, -2.2433, 4.8407)  0.11
H (3.4520, -0.7421, 5.0694)  0.11
H (2.4878, -0.9573, 3.5688)  0.06
H (0.2582, -0.8898, 7.1831)  0.10
H (0.8432, -2.3786, 6.3848)  0.09
H (1.9892, -1.3220, 7.2724)  0.11
H (1.3459, 1.0153, 6.8314)  0.13
H (2.7179, 1.0829, 5.7071)  0.12
H (-0.2652, 1.7588, 5.1633)  0.12
H (1.0946, 2.9127, 5.2347)  0.14
H (-0.0390, 3.5389, 3.1869)  0.12
H (0.2289, 2.5738, 1.6979)  0.08
H (-1.0046, 2.0502, 2.9024)  0.06
H (3.1662, 1.5862, 3.5292)  0.09
H (2.4499, 2.1694, 1.9888)  0.05
H (2.4946, 3.2577, 3.4373)  0.11


Record 2
Density functional theory data (wB97M-V/def2-TZVPD) for C35H43ClFeN2Si2 as an isolated structure at a distorted geometry.

Total charge = 0
Molar mass = 639.21 g mol⁻¹
E_HOMO (alpha / beta) = -4.595 / -5.868 eV
Multiplicity = 5
LUMO (alpha / beta) = 0.51 / 0.48 eV
Orbital gap (alpha / beta) = 5.108 / 6.351 eV
Energy above the lowest of the compared OMol25 structures with the same formula, charge and spin = 0.112 eV

Each line ends with the Löwdin charge.
Element x y z (Å)
C (2.8058, 1.7470, 3.2401)  -0.19
C (3.1884, 0.7460, 2.2994)  -0.18
C (2.8894, 1.2408, 0.9880)  -0.21
H (3.6988, -0.1965, 2.5367)  0.10
C (2.2711, 2.5293, 1.1317)  -0.19
C (2.2281, 2.8388, 2.5277)  -0.16
H (1.8589, 3.7834, 2.9304)  0.09
H (3.0442, 1.7123, 4.3123)  0.09
H (3.1760, 0.7724, 0.0401)  0.09
H (1.9663, 3.2056, 0.3360)  0.10
Fe (0.9511, 0.9767, 1.9844)  0.55
Si (-0.2384, 0.1258, -0.0688)  0.45
C (0.2739, -1.6105, -0.1200)  -0.37
C (-0.5775, -2.7400, -0.0291)  -0.14
H (-1.6767, -2.6147, 0.0301)  0.08
C (-0.0509, -4.0373, -0.0779)  -0.11
H (-0.7249, -4.8960, -0.1304)  0.11
C (1.3267, -4.2671, -0.0644)  -0.09
H (1.7292, -5.2816, -0.0284)  0.10
C (2.1700, -3.1415, -0.1500)  -0.09
H (3.2561, -3.2656, -0.1342)  0.10
C (1.6659, -1.8397, -0.2336)  -0.13
H (2.3722, -0.9973, -0.3661)  0.08
C (0.2901, 1.2219, -1.4415)  -0.36
C (1.0747, 0.7795, -2.5190)  -0.10
H (1.4054, -0.2663, -2.5772)  0.09
C (1.5176, 1.7108, -3.4806)  -0.09
H (2.1976, 1.3704, -4.2646)  0.10
C (1.1724, 3.0642, -3.4171)  -0.10
H (1.5234, 3.7760, -4.1894)  0.11
C (0.3981, 3.4942, -2.3307)  -0.10
H (0.2038, 4.5649, -2.2090)  0.10
C (-0.0650, 2.5857, -1.3645)  -0.14
H (-0.6554, 2.9704, -0.5201)  0.11
H (-1.3445, 0.6582, 0.8110)  -0.08
Si (-2.8078, -1.1962, -2.6569)  0.39
C (-2.3440, -0.1206, -4.0743)  -0.32
C (-2.0160, -0.7041, -5.3154)  -0.09
H (-2.0178, -1.7945, -5.4232)  0.10
C (-1.7291, 0.1006, -6.4323)  -0.08
H (-1.5092, -0.3642, -7.4010)  0.10
C (-1.7528, 1.4981, -6.3176)  -0.08
H (-1.4923, 2.1338, -7.1800)  0.11
C (-2.1524, 2.0745, -5.1025)  -0.08
H (-2.2612, 3.1611, -5.0322)  0.10
C (-2.4428, 1.2777, -3.9833)  -0.11
H (-2.7894, 1.7370, -3.0507)  0.09
C (-2.0947, -2.8761, -2.9944)  -0.33
C (-0.7171, -3.0750, -3.2054)  -0.10
H (-0.0202, -2.2434, -3.0665)  0.10
C (-0.2214, -4.3420, -3.5602)  -0.08
H (0.8623, -4.4934, -3.6481)  0.11
C (-1.0974, -5.4101, -3.7941)  -0.08
H (-0.7040, -6.4054, -4.0725)  0.11
C (-2.4818, -5.1935, -3.6705)  -0.08
H (-3.1776, -6.0080, -3.9013)  0.10
C (-2.9800, -3.9400, -3.2629)  -0.10
H (-4.0593, -3.7685, -3.1864)  0.10
H (-4.3007, -1.2695, -2.4702)  -0.02
Cl (-2.6945, -0.1591, -0.8403)  0.42
C (-0.6700, 3.5042, 4.1955)  -0.11
N (0.4505, 2.8254, 4.8524)  -0.28
C (1.1600, 3.7885, 5.7071)  -0.11
C (0.0499, 1.6131, 5.5881)  -0.18
C (0.7440, 0.3292, 5.0925)  -0.19
N (0.3595, -0.1037, 3.7295)  -0.32
C (0.9532, -1.4486, 3.5180)  -0.07
C (-1.1170, -0.1840, 3.5707)  -0.09
H (-0.3284, 4.4531, 3.7457)  0.08
H (-1.5228, 3.7627, 4.8709)  0.09
H (-1.0566, 2.8663, 3.3865)  0.06
H (0.5706, 4.1467, 6.5838)  0.09
H (2.0656, 3.3005, 6.0814)  0.08
H (1.4926, 4.6510, 5.1062)  0.08
H (0.3741, 1.7218, 6.6472)  0.12
H (-1.0530, 1.4863, 5.5484)  0.11
H (1.8446, 0.4184, 5.1607)  0.11
H (0.4603, -0.4874, 5.7890)  0.12
H (0.5688, -2.1363, 4.2942)  0.10
H (0.7179, -1.8066, 2.5027)  0.08
H (2.0417, -1.3846, 3.6439)  0.08
H (-1.5761, 0.8000, 3.7528)  0.07
H (-1.5270, -0.9315, 4.2785)  0.10
H (-1.3234, -0.5236, 2.5453)  0.05


We obtain electronic energy values of -92328.4164; -102635.0606 eV for the records listed above, in that order.